# 1
C2HKO3 as an isolated structure at a distorted geometry, computed with the ωB97M-V functional and the def2-TZVPD basis.

Its HOMO energy is -4.90 eV. The frontier orbital gap comes out at 3.93 eV.

ORCA input file:
```
! RIJCOSX wB97M-V def2-TZVPD def2/J DEFGRID3
* xyz 0 1
C 1.74 1.00 0.83
K 0.42 -2.28 0.04
O 1.23 0.00 0.27
C -1.69 0.19 -0.99
O -2.36 1.04 -0.59
H 1.84 0.78 1.95
O -1.17 -0.73 -1.50
*
```

# 2
C2HLaO4 as an isolated structure at a distorted geometry, computed with the ωB97M-V functional and the def2-TZVPD basis.

Its HOMO energy (spin up / spin down) is -10.96 / -14.34 eV. The frontier orbital gap (spin up / spin down) comes out at 5.65 / 8.98 eV.

ORCA input file:
```
! RIJCOSX wB97M-V def2-TZVPD def2/J DEFGRID3
* xyz 1 2
C -1.94 -0.33 0.02
H -2.78 -1.05 0.06
O -2.13 0.89 -0.14
O -0.75 -0.80 -0.03
O 1.24 0.30 1.50
O 0.28 -1.13 3.04
C 0.67 -0.56 2.10
La 0.54 1.18 -1.12
*
```

# 3
A 2-piece molecular cluster, C2HN2O3 overall at a distorted geometry, computed with the ωB97M-V functional and the def2-TZVPD basis.

Its HOMO energy (spin up / spin down) is -5.44 / -5.11 eV. The frontier orbital gap (spin up / spin down) comes out at 7.44 / 7.36 eV.

ORCA input file:
```
! RIJCOSX wB97M-V def2-TZVPD def2/J DEFGRID3
* xyz -1 1
N -0.10 -2.50 -0.46
O -2.30 0.00 -0.13
C 1.22 0.87 0.20
O 0.95 1.89 -0.37
C 0.02 -1.39 -0.08
H -2.16 0.97 -0.14
O 2.23 0.37 0.71
N 0.13 -0.21 0.27
*
```

# 4
A 2-piece molecular cluster, C2HN2P overall at a distorted geometry, computed with the ωB97M-V functional and the def2-TZVPD basis.

Its HOMO energy (spin up / spin down) is -10.98 / -10.98 eV. The frontier orbital gap (spin up / spin down) comes out at 6.79 / 6.79 eV.

ORCA input file:
```
! RIJCOSX wB97M-V def2-TZVPD def2/J DEFGRID3
* xyz 0 1
C 2.52 0.75 0.45
N -1.30 2.66 -0.45
H -0.42 -0.52 -0.08
P -0.41 0.34 1.03
N 3.49 0.84 -0.14
C -0.91 1.72 0.08
*
```

# 5
A 2-piece molecular cluster, C2HN2PS overall at a distorted geometry, computed with the ωB97M-V functional and the def2-TZVPD basis.

Its HOMO energy is -9.69 eV. The frontier orbital gap comes out at 7.37 eV. Its SMILES is N#CP=S.C#N.

ORCA input file:
```
! RIJCOSX wB97M-V def2-TZVPD def2/J DEFGRID3
* xyz 0 1
N -2.56 0.36 0.97
P 0.06 1.44 1.56
C -1.52 0.84 1.09
S 0.54 2.38 -0.14
H 1.80 -1.70 -2.04
N 0.51 -1.59 -0.27
C 1.18 -1.73 -1.16
*
```

# 6
The molecule C2HN3O3 at a distorted geometry, computed with the ωB97M-V functional and the def2-TZVPD basis.

Its HOMO energy is -11.31 eV. The frontier orbital gap comes out at 10.11 eV. Its SMILES is O=c1nn[nH]c(=O)o1.

ORCA input file:
```
! RIJCOSX wB97M-V def2-TZVPD def2/J DEFGRID3
* xyz 0 1
N -0.11 1.67 0.01
N 1.04 0.99 0.12
N -1.21 1.06 -0.11
C 1.17 -0.37 0.02
C -1.17 -0.35 0.00
H 1.88 1.55 -0.07
O -0.01 -1.01 0.30
O 2.20 -0.94 -0.21
O -2.18 -0.96 -0.11
*
```

# 7
C2HN3O3 as an isolated structure at a distorted geometry, computed with the ωB97M-V functional and the def2-TZVPD basis.

Its HOMO energy is -10.93 eV. The frontier orbital gap comes out at 9.70 eV.

ORCA input file:
```
! RIJCOSX wB97M-V def2-TZVPD def2/J DEFGRID3
* xyz 0 1
N 1.13 -0.08 -0.75
C 0.84 0.78 1.37
N -0.35 0.45 1.04
O -2.51 -0.75 -1.06
O 1.74 0.36 0.37
C -0.18 0.08 -0.25
H 1.15 1.48 2.22
O -0.55 -1.57 -1.85
N -1.26 -0.76 -1.10
*
```

# 8
The molecule C2HN3O3 at a distorted geometry, computed with the ωB97M-V functional and the def2-TZVPD basis.

Its HOMO energy is -10.94 eV. The frontier orbital gap comes out at 10.98 eV. Its SMILES is O=c1[nH]c(=O)n2on12.

ORCA input file:
```
! RIJCOSX wB97M-V def2-TZVPD def2/J DEFGRID3
* xyz 0 1
N 1.27 0.68 0.34
C -0.22 1.14 0.07
C -0.12 -1.15 0.09
N -0.97 -0.02 0.03
O 1.67 -0.02 -0.87
O -0.43 -2.29 -0.01
O -0.46 2.29 -0.02
N 1.23 -0.69 0.27
H -1.96 0.06 0.10
*
```

# 9
The molecule C2HN3O3 at a distorted geometry, computed with the ωB97M-V functional and the def2-TZVPD basis.

Its HOMO energy (spin up / spin down) is -6.70 / -10.57 eV. The frontier orbital gap (spin up / spin down) comes out at 6.85 / 6.16 eV.

ORCA input file:
```
! RIJCOSX wB97M-V def2-TZVPD def2/J DEFGRID3
* xyz 0 3
N -0.01 -1.88 -1.62
N -1.05 -2.13 -0.72
H 0.22 0.62 0.42
O -1.85 -0.94 1.14
C 0.63 -0.63 -1.23
O -1.34 -1.67 -2.02
O 1.54 -0.12 -1.79
N 0.00 -0.24 -0.07
C -1.08 -1.04 0.25
*
```

# 10
C2HN3S as an isolated structure at a distorted geometry, computed with the ωB97M-V functional and the def2-TZVPD basis.

Its HOMO energy is -10.71 eV. The frontier orbital gap comes out at 7.49 eV.

ORCA input file:
```
! RIJCOSX wB97M-V def2-TZVPD def2/J DEFGRID3
* xyz 0 1
C -0.17 -1.03 -1.52
H -0.03 0.33 -0.19
C -1.32 -0.22 2.10
N -0.24 -1.31 -2.65
N 0.08 -0.66 -0.33
S -1.55 -1.45 0.99
N -1.18 0.78 2.66
*
```

# 11
A 2-piece molecular cluster, C2HN4OS overall at a distorted geometry, computed with the ωB97M-V functional and the def2-TZVPD basis.

Its HOMO energy is -4.34 eV. The frontier orbital gap comes out at 7.95 eV.

ORCA input file:
```
! RIJCOSX wB97M-V def2-TZVPD def2/J DEFGRID3
* xyz -1 1
O -3.50 0.00 1.27
C 1.17 0.38 -0.61
S -1.00 -0.62 1.89
N -2.06 0.38 -1.40
N -2.01 0.95 -2.41
H 0.82 -0.38 0.22
C -2.36 -0.29 0.97
N -2.01 -0.34 -0.46
N 1.57 1.22 -1.29
*
```

# 12
The molecule C2HN5 at a distorted geometry, computed with the ωB97M-V functional and the def2-TZVPD basis.

Its HOMO energy is -11.18 eV. The frontier orbital gap comes out at 10.05 eV. Its SMILES is N#Cc1nnn[nH]1.

ORCA input file:
```
! RIJCOSX wB97M-V def2-TZVPD def2/J DEFGRID3
* xyz 0 1
N 1.79 -0.51 -0.49
C -0.72 0.97 1.08
N 1.34 0.06 0.67
N -0.24 -0.41 -0.68
H -1.11 -0.59 -1.08
N -2.04 1.25 1.22
C 0.13 0.04 0.55
N 0.85 -0.81 -1.27
*
```

# 13
The molecule C2HNO2 at a distorted geometry, computed with the ωB97M-V functional and the def2-TZVPD basis.

Its HOMO energy is -11.96 eV. The frontier orbital gap comes out at 11.29 eV. Its SMILES is N#CC(=O)O.

ORCA input file:
```
! RIJCOSX wB97M-V def2-TZVPD def2/J DEFGRID3
* xyz 0 1
H 0.82 -1.83 -0.18
C -0.99 -0.03 0.11
O 0.94 1.21 -0.04
O 1.27 -0.96 0.00
N -2.15 -0.11 -0.07
C 0.42 0.13 0.06
*
```

# 14
A 2-piece molecular cluster, C2HNO2S overall at a distorted geometry, computed with the ωB97M-V functional and the def2-TZVPD basis.

Its HOMO energy (spin up / spin down) is 0.37 / 0.37 eV. The frontier orbital gap (spin up / spin down) comes out at 5.96 / 5.96 eV.

ORCA input file:
```
! RIJCOSX wB97M-V def2-TZVPD def2/J DEFGRID3
* xyz -2 1
H 0.16 0.12 -0.89
N -0.67 1.53 0.50
O -2.33 1.32 -0.94
C -2.01 1.12 0.25
O -2.63 0.61 1.18
S 3.16 1.10 0.29
C 0.27 0.99 -0.02
*
```

# 15
The molecule C2HNO2S at a distorted geometry, computed with the ωB97M-V functional and the def2-TZVPD basis.

Its HOMO energy is -9.91 eV. The frontier orbital gap comes out at 9.78 eV. Its SMILES is O=c1ncso1.

ORCA input file:
```
! RIJCOSX wB97M-V def2-TZVPD def2/J DEFGRID3
* xyz 0 1
N -0.36 0.92 -0.02
S -0.31 -1.61 -0.05
C -1.15 -0.07 0.02
C 1.01 0.52 -0.02
O 1.95 1.27 -0.06
H -2.25 -0.18 0.05
O 1.12 -0.87 0.08
*
```

# 16
A 2-piece molecular cluster, C2HNO3 overall at a distorted geometry, computed with the ωB97M-V functional and the def2-TZVPD basis.

Its HOMO energy is -11.49 eV. The frontier orbital gap comes out at 11.31 eV. Its SMILES is O=C=O.N#CO.

ORCA input file:
```
! RIJCOSX wB97M-V def2-TZVPD def2/J DEFGRID3
* xyz 0 1
O 0.74 -0.81 0.09
O -0.67 -0.24 -1.61
C -1.08 0.75 -1.23
O -1.54 1.78 -0.95
N 0.49 -0.69 2.48
H 1.46 -0.13 -0.14
C 0.61 -0.66 1.37
*
```

# 17
A 2-piece molecular cluster, C2HNO5 overall at a distorted geometry, computed with the ωB97M-V functional and the def2-TZVPD basis.

Its HOMO energy is 1.48 eV. The frontier orbital gap comes out at 5.07 eV.

ORCA input file:
```
! RIJCOSX wB97M-V def2-TZVPD def2/J DEFGRID3
* xyz -2 1
O 1.26 1.12 2.53
O 2.79 1.59 -1.78
O -1.43 -0.54 1.68
N 1.49 1.21 0.19
O 1.94 3.32 -0.66
O -0.78 -1.00 0.39
H 0.19 -0.56 0.42
C 2.16 2.14 -0.91
C 1.38 1.14 1.36
*
```

# 18
A 2-piece molecular cluster, C2HNO5 overall at a distorted geometry, computed with the ωB97M-V functional and the def2-TZVPD basis.

Its HOMO energy is 1.26 eV. The frontier orbital gap comes out at 5.57 eV.

ORCA input file:
```
! RIJCOSX wB97M-V def2-TZVPD def2/J DEFGRID3
* xyz -2 1
C 2.32 -0.03 0.01
H -2.82 -0.29 0.13
C -0.09 -0.35 -0.22
O 2.83 0.53 -0.95
O 2.78 -0.77 0.87
O -0.87 -1.19 -0.45
O -1.89 1.21 0.45
N 0.87 0.32 0.06
O -3.13 0.57 0.09
*
```

# 19
A 2-piece molecular cluster, C2HNOS overall at a distorted geometry, computed with the ωB97M-V functional and the def2-TZVPD basis.

Its HOMO energy is -11.14 eV. The frontier orbital gap comes out at 10.92 eV.

ORCA input file:
```
! RIJCOSX wB97M-V def2-TZVPD def2/J DEFGRID3
* xyz 0 1
C 0.89 -2.80 -0.60
N -0.53 0.59 0.28
O -0.97 2.90 0.52
S 2.35 -2.43 -0.30
C -0.80 1.77 0.38
H -0.95 -0.03 -0.28
*
```

# 20
A 2-piece molecular cluster, C2HNOS2 overall at a distorted geometry, computed with the ωB97M-V functional and the def2-TZVPD basis.

Its HOMO energy is -8.73 eV. The frontier orbital gap comes out at 9.13 eV. Its SMILES is C#[N+][S-].O=C=S.

ORCA input file:
```
! RIJCOSX wB97M-V def2-TZVPD def2/J DEFGRID3
* xyz 0 1
S 2.23 -0.68 -1.04
C -1.91 -1.08 0.04
N 1.52 0.40 -0.25
S -2.49 -0.39 -1.17
C 1.01 1.18 0.46
H 0.90 2.05 1.03
O -1.27 -1.48 0.93
*
```